1.
C39H83N2O13 | wB97M-V/def2-TZVPD

Atoms and positions in Å:
C (-8.300, -3.511, 6.589)
C (-6.842, -3.943, 7.032)
C (-5.975, -2.682, 7.446)
C (-4.869, -2.340, 6.372)
C (-5.533, -1.692, 5.093)
C (-4.981, -2.390, 3.775)
C (-3.810, -1.473, 3.204)
C (-4.354, -0.598, 2.007)
C (-4.797, 0.856, 2.416)
C (-6.285, 0.952, 2.921)
C (-7.250, 1.712, 1.950)
C (-7.076, 1.262, 0.437)
C (-7.456, -0.249, 0.325)
C (-6.911, -0.982, -0.954)
C (-5.484, -0.533, -1.404)
N (-4.689, -1.608, -2.082)
C (-3.503, -1.069, -2.820)
C (-2.501, -0.221, -1.965)
C (-1.443, -1.050, -1.142)
C (-0.928, -0.149, 0.064)
C (0.641, -0.025, 0.060)
O (1.305, -1.277, -0.029)
C (0.835, -2.215, 0.945)
C (-4.371, -2.755, -1.173)
N (-3.527, -3.764, -1.805)
C (-3.352, -4.862, -0.800)
H (-8.482, -3.896, 5.560)
H (-9.052, -4.022, 7.237)
H (-8.445, -2.410, 6.628)
H (-6.915, -4.579, 7.945)
H (-6.357, -4.550, 6.238)
H (-5.419, -2.956, 8.377)
H (-6.638, -1.817, 7.651)
H (-4.390, -3.312, 6.116)
H (-4.117, -1.624, 6.773)
H (-6.650, -1.761, 5.103)
H (-5.305, -0.600, 5.108)
H (-4.573, -3.399, 3.986)
H (-5.841, -2.457, 3.071)
H (-3.402, -0.785, 3.975)
H (-3.003, -2.173, 2.885)
H (-3.517, -0.493, 1.266)
H (-5.148, -1.189, 1.500)
H (-4.541, 1.556, 1.592)
H (-4.139, 1.144, 3.275)
H (-6.662, -0.090, 3.077)
H (-6.305, 1.417, 3.936)
H (-8.321, 1.668, 2.248)
H (-6.932, 2.787, 1.970)
H (-6.022, 1.503, 0.181)
H (-7.714, 1.925, -0.196)
H (-8.572, -0.287, 0.254)
H (-7.189, -0.864, 1.207)
H (-7.034, -2.075, -0.791)
H (-7.608, -0.724, -1.792)
H (-4.899, -0.175, -0.525)
H (-5.583, 0.305, -2.124)
H (-5.311, -2.007, -2.801)
H (-2.939, -1.842, -3.384)
H (-3.916, -0.379, -3.598)
H (-2.973, 0.507, -1.275)
H (-1.916, 0.389, -2.697)
H (-0.607, -1.360, -1.808)
H (-1.843, -1.974, -0.671)
H (-1.322, -0.598, 1.008)
H (-1.327, 0.888, 0.025)
H (0.889, 0.531, -0.879)
H (0.982, 0.620, 0.901)
H (0.069, -2.860, 0.439)
H (0.405, -1.707, 1.843)
H (1.668, -2.876, 1.256)
H (-3.905, -2.400, -0.213)
H (-5.305, -3.277, -0.858)
H (-2.579, -3.430, -1.967)
H (-2.664, -4.538, 0.026)
H (-4.341, -5.193, -0.430)
H (-2.801, -5.679, -1.323)
C (3.961, -1.035, -1.749)
C (4.980, -0.468, -0.782)
O (6.231, -0.213, -1.429)
C (6.270, 0.891, -2.179)
O (5.370, 1.671, -2.339)
O (7.481, 0.967, -2.736)
C (7.633, 2.059, -3.645)
H (4.360, -1.918, -2.253)
H (3.045, -1.309, -1.226)
H (3.709, -0.311, -2.527)
H (5.183, -1.198, 0.002)
H (4.611, 0.437, -0.294)
H (7.360, 3.005, -3.176)
H (7.033, 1.887, -4.539)
H (8.681, 2.108, -3.932)
C (13.559, 5.561, -4.486)
C (12.103, 5.851, -4.792)
O (11.239, 4.875, -4.194)
C (11.034, 5.020, -2.884)
O (11.493, 5.883, -2.185)
O (10.249, 4.022, -2.476)
C (10.028, 4.000, -1.064)
H (13.814, 4.539, -4.776)
H (14.210, 6.254, -5.021)
H (13.764, 5.652, -3.419)
H (11.937, 5.789, -5.868)
H (11.819, 6.857, -4.478)
H (9.656, 4.961, -0.707)
H (10.949, 3.731, -0.545)
H (9.277, 3.239, -0.861)
C (13.284, 7.056, -0.005)
C (14.480, 6.164, -0.263)
O (15.290, 6.016, 0.911)
C (14.813, 5.176, 1.830)
O (13.797, 4.539, 1.751)
O (15.657, 5.178, 2.866)
C (15.218, 4.386, 3.968)
H (13.604, 8.016, 0.407)
H (12.732, 7.232, -0.925)
H (12.606, 6.607, 0.721)
H (15.119, 6.621, -1.021)
H (14.177, 5.186, -0.644)
H (14.986, 3.368, 3.656)
H (14.351, 4.849, 4.439)
H (16.031, 4.351, 4.691)
C (-7.879, -5.872, -5.145)
C (-7.492, -4.894, -4.054)
O (-8.143, -3.628, -4.231)
C (-9.432, -3.586, -3.866)
O (-10.066, -4.494, -3.407)
O (-9.895, -2.361, -4.127)
C (-11.294, -2.205, -3.876)
H (-7.694, -5.438, -6.129)
H (-7.308, -6.797, -5.052)
H (-8.940, -6.117, -5.097)
H (-6.419, -4.699, -4.105)
H (-7.702, -5.297, -3.060)
H (-11.550, -2.512, -2.863)
H (-11.869, -2.775, -4.605)
H (-11.532, -1.150, -3.991)

Values from the calculation:
- E_LUMO (eV) = -2.26
- total energy (Eh) = -2623.1476
- net charge = +1
- HOMO level (eV) = -11.49

2.
C19H15F2N3OS | wB97M-V/def2-TZVPD

Atoms and positions in Å:
O (1.653, -3.551, 0.375)
C (1.500, -2.509, -0.531)
C (1.412, -2.759, -1.903)
C (1.267, -1.682, -2.806)
C (1.013, -0.403, -2.263)
N (0.744, 0.769, -2.956)
C (0.552, 1.704, -2.063)
C (0.198, 3.071, -2.534)
C (0.063, 3.348, -3.918)
C (-0.175, 4.642, -4.388)
C (-0.239, 5.729, -3.499)
C (-0.130, 5.501, -2.123)
F (-0.278, 6.562, -1.310)
C (0.088, 4.198, -1.646)
F (0.225, 3.995, -0.324)
N (0.725, 1.194, -0.795)
C (1.036, -0.182, -0.891)
C (1.311, -1.216, 0.006)
C (1.428, -0.954, 1.465)
N (0.398, -1.795, 2.090)
C (-0.323, -1.225, 3.249)
C (-1.446, -2.186, 3.541)
C (-1.540, -2.871, 4.734)
C (-2.654, -3.782, 4.718)
C (-3.372, -3.763, 3.561)
S (-2.732, -2.606, 2.423)
H (1.377, -3.184, 1.250)
H (1.548, -3.769, -2.279)
H (1.330, -1.797, -3.857)
H (0.148, 2.510, -4.618)
H (-0.281, 4.780, -5.472)
H (-0.434, 6.761, -3.828)
H (0.591, 1.712, 0.036)
H (1.267, 0.091, 1.706)
H (2.390, -1.203, 1.923)
H (-0.288, -2.076, 1.377)
H (0.368, -1.183, 4.064)
H (-0.727, -0.251, 3.077)
H (-0.859, -2.775, 5.537)
H (-2.879, -4.493, 5.517)
H (-4.274, -4.352, 3.353)

Values from the calculation:
- E_LUMO (eV) = 0.11
- total energy (Eh) = -1570.4475
- net charge = 0
- HOMO level (eV) = -7.88
- SMILES = Oc1ccc2nc(-c3cccc(F)c3F)[nH]c2c1CNCc1cccs1

3.
C4H12Cl2LiO10 | wB97M-V/def2-TZVPD

Atoms and positions in Å:
Li (-21.848, 11.301, -2.540)
Cl (-24.079, 11.415, -0.510)
O (-23.956, 11.269, -1.925)
O (-23.785, 12.786, -0.220)
O (-25.391, 11.144, -0.018)
O (-23.061, 10.568, -0.006)
Cl (-21.971, 13.259, -5.267)
O (-22.390, 14.253, -4.331)
O (-21.829, 11.899, -4.650)
O (-23.027, 13.219, -6.209)
O (-20.761, 13.610, -5.962)
C (-20.250, 7.838, -1.035)
C (-20.117, 8.736, -2.217)
O (-21.278, 9.326, -2.706)
H (-20.721, 8.327, -0.182)
H (-19.203, 7.634, -0.810)
H (-20.743, 6.898, -1.280)
H (-19.572, 8.212, -3.001)
H (-19.468, 9.585, -2.001)
H (-21.642, 8.682, -3.318)
C (-19.006, 13.631, -0.301)
C (-20.019, 13.529, -1.381)
O (-20.810, 12.450, -1.206)
H (-18.196, 14.333, -0.499)
H (-18.499, 12.686, -0.107)
H (-19.363, 13.847, 0.706)
H (-19.517, 13.333, -2.329)
H (-20.571, 14.457, -1.531)
H (-21.311, 12.618, -0.404)

Values from the calculation:
- E_LUMO (eV) = 2.42
- ΔE to the lowest compared entry with this formula, charge and spin (kcal per mole) = 3.1
- total energy (Eh) = -1839.5524
- net charge = -1
- HOMO level (eV) = -6.38

4.
C9H15NO2 | wB97M-V/def2-TZVPD

Atoms and positions in Å:
C (-1.643, -0.964, -1.060)
C (-1.484, 0.087, 0.009)
C (-2.220, -0.479, 1.211)
C (-2.127, 1.443, -0.275)
O (-0.173, 0.393, 0.542)
C (0.828, 0.873, -0.282)
O (0.860, 2.313, -0.337)
N (2.105, 0.332, -0.040)
C (3.136, 0.168, -0.884)
C (4.237, -0.171, -0.171)
C (3.863, -0.192, 1.210)
C (2.538, 0.088, 1.245)
H (-1.272, -0.588, -2.068)
H (-1.328, -1.957, -0.736)
H (-2.788, -1.107, -1.374)
H (-2.260, 0.173, 2.072)
H (-1.580, -1.220, 1.687)
H (-3.211, -0.858, 0.841)
H (-3.106, 1.601, 0.253)
H (-1.580, 2.297, 0.165)
H (-2.312, 1.719, -1.327)
H (0.470, 0.737, -1.305)
H (0.606, 2.520, 0.602)
H (3.003, -0.136, -1.898)
H (5.307, -0.282, -0.610)
H (4.435, -0.409, 2.033)
H (1.920, 0.423, 2.061)

Values from the calculation:
- E_LUMO (eV) = 0.72
- ΔE to the lowest compared entry with this formula, charge and spin (kcal per mole) = 53.1
- total energy (Eh) = -557.0947
- net charge = 0
- HOMO level (eV) = -8.43
- SMILES = CC(C)(C)O[C@@H](O)n1cccc1

5.
C7H15N | wB97M-V/def2-TZVPD

Atoms and positions in Å:
C (2.487, -0.317, 0.224)
C (0.122, 0.528, 0.886)
C (0.125, 0.383, -0.444)
C (3.096, 0.203, -1.036)
C (-3.481, 1.304, 0.068)
C (-2.418, 0.269, 0.183)
N (2.365, -1.691, 0.341)
C (-2.592, -1.033, 0.311)
H (2.756, 0.181, 1.147)
H (1.936, -2.037, 1.187)
H (2.030, -2.181, -0.479)
H (0.186, 1.506, 1.343)
H (0.018, -0.323, 1.545)
H (0.022, -0.590, -0.905)
H (0.192, 1.239, -1.101)
H (2.587, -0.188, -1.923)
H (3.042, 1.291, -1.073)
H (4.154, -0.086, -1.120)
H (-3.408, 2.036, 0.879)
H (-4.500, 0.877, 0.097)
H (-3.385, 1.867, -0.865)
H (-1.753, -1.730, 0.392)
H (-3.580, -1.510, 0.344)

Values from the calculation:
- E_LUMO (spin up / spin down) (eV) = 0.96 / 0.69
- ΔE to the lowest compared entry with this formula, charge and spin (kcal per mole) = 146.3
- total energy (Eh) = -330.2348
- net charge = 0
- HOMO level (spin up / spin down) (eV) = -7.24 / -5.60

6.
C6H12O | wB97M-V/def2-TZVPD

Atoms and positions in Å:
C (-1.773, -0.667, 1.964)
C (-1.062, -0.772, 0.611)
C (0.377, -0.710, 1.085)
C (0.976, -0.556, -1.667)
C (1.326, 0.900, -1.362)
C (0.699, 1.415, -0.064)
O (0.999, 0.436, 0.957)
H (-1.372, -1.433, 2.630)
H (-1.551, 0.302, 2.418)
H (-2.855, -0.783, 1.880)
H (-1.247, -1.755, 0.168)
H (-1.445, -0.023, -0.091)
H (1.109, -1.194, -0.771)
H (1.645, -0.979, -2.417)
H (-0.056, -0.667, -2.017)
H (1.009, 1.548, -2.188)
H (2.413, 1.004, -1.271)
H (1.184, 2.331, 0.279)
H (-0.374, 1.602, -0.146)

Values from the calculation:
- E_LUMO (eV) = 0.91
- ΔE to the lowest compared entry with this formula, charge and spin (kcal per mole) = 79.8
- total energy (Eh) = -310.9322
- net charge = 0
- HOMO level (eV) = -7.95

> Which formula does entry 3 have?

C4H12Cl2LiO10